C32H34BN10STi as an isolated structure at a distorted geometry. Source: the Open Molecules 2025 dataset; level of theory: ωB97M-V/def2-TZVPD.

Atoms and positions in Å:
Ti 0.3001 -0.5087 1.5161
C -3.5477 -2.2780 1.1348
C -2.6293 -1.1123 1.2996
C -2.9886 0.0681 1.9789
C -2.0496 0.9619 2.4529
N -0.7420 0.7246 2.5441
N -1.4147 -1.1895 0.7880
B 0.3173 1.8527 2.6829
N 0.5202 2.3448 1.2131
C 0.8603 3.4597 0.5474
C 1.0251 3.1497 -0.7866
C 0.7874 1.7723 -0.8768
C 0.8614 0.8629 -2.0545
N 0.4869 1.3090 0.3316
N 1.7134 1.1924 3.0348
C 2.6538 1.5849 3.9064
C 3.7846 0.8270 3.7021
C 3.4577 -0.0386 2.6520
C 4.2693 -1.1239 2.0286
N 2.2147 0.2096 2.2444
N -0.0214 2.9068 3.6927
C -0.5207 4.1592 3.5472
C -0.8374 4.6360 4.7916
C -0.5142 3.5866 5.6747
C -0.6727 3.5432 7.1551
N -0.0348 2.5479 5.0061
H -4.5158 -2.1122 1.5989
H -3.0693 -3.1502 1.5952
H -3.6774 -2.5168 0.0788
H -4.0355 0.2846 2.1363
H -2.4030 1.9178 2.8450
H 0.9756 4.4027 1.0544
H 1.2707 3.8260 -1.5858
H 0.6229 1.3955 -2.9726
H 0.1628 0.0318 -1.9468
H 1.8672 0.4527 -2.1603
H 2.4431 2.3761 4.6050
H 4.7257 0.8960 4.2187
H 5.3102 -1.0467 2.3339
H 4.2265 -1.0675 0.9409
H 3.8930 -2.1035 2.3303
H -0.6376 4.6176 2.5802
H -1.2436 5.6017 5.0368
H -0.4410 4.5086 7.6017
H -0.0099 2.7958 7.5897
H -1.6986 3.2929 7.4312
N -0.6959 -0.4522 5.1641
C 0.4108 -1.1064 4.8512
N 1.4774 -0.9710 5.6332
S 0.4838 -2.1698 3.4966
H -0.6210 0.4270 5.6669
H -1.4684 -0.5337 4.5201
H 1.4778 -0.3602 6.4358
H 2.3486 -1.3704 5.3268
C -0.4762 -2.1969 0.6456
C -0.5100 -3.4148 0.2222
C -0.5319 -4.6688 -0.1873
C -0.1237 -5.0087 -1.5673
C -0.3543 -4.1265 -2.6221
C 0.0697 -4.4408 -3.9025
C 0.7259 -5.6402 -4.1443
C 0.9525 -6.5260 -3.1010
C 0.5269 -6.2168 -1.8195
C -1.0018 -5.7254 0.7306
C -1.7992 -6.7696 0.2599
C -2.2842 -7.7237 1.1381
C -1.9747 -7.6523 2.4892
C -1.1713 -6.6266 2.9629
C -0.6843 -5.6675 2.0895
H -0.8818 -3.1984 -2.4346
H -0.1229 -3.7553 -4.7173
H 1.0526 -5.8871 -5.1456
H 1.4615 -7.4631 -3.2843
H 0.7042 -6.9113 -1.0083
H -2.0384 -6.8264 -0.7945
H -2.9073 -8.5270 0.7680
H -2.3533 -8.4022 3.1713
H -0.9162 -6.5785 4.0135
H -0.0444 -4.8725 2.4525

Strongest force on any atom ... 1.10 eV/Å
E_HOMO ... -10.04 eV
Orbital gap ... 6.464 eV
Total charge ... +1
E_LUMO ... -0.1315 Ha
E ... -3059.8416 Eh

Atom charges from the Mulliken analysis, given in e for atoms 1 to 4:
1 Ti -0.728
2 C -1.246
3 C 1.096
4 C -1.947